A:
A single C2H5NO3 molecule, computed with the ωB97M-V functional and the def2-TZVPD basis.

Structure (XYZ):
```
11
C2H5NO3 the ωB97M-V functional and the def2-TZVPD basis
C -1.677 -0.494 0.107
C 0.253 0.722 -0.237
H -2.355 0.039 -0.708
H -2.061 -0.073 1.029
H -1.872 -1.474 -0.168
H 2.037 1.269 0.133
H 2.052 -1.390 0.448
N 1.565 0.488 0.397
O -0.202 -0.409 -0.393
O 0.014 1.946 -0.252
O 2.246 -0.624 -0.356
```

Computed properties:
**SMILES**: COC(=O)NO
**E_HOMO**: -9.79 eV
**Kohn-Sham gap**: 10.403 eV

B:
A single C2H5NO3 molecule, computed with the ωB97M-V functional and the def2-TZVPD basis.

Structure (XYZ):
```
11
C2H5NO3 the ωB97M-V functional and the def2-TZVPD basis
C 0.820 0.815 0.277
N -0.646 0.006 0.142
C -0.631 -1.686 -0.419
O -0.302 -0.991 1.081
O 0.825 1.800 -0.652
O -0.036 -2.725 -0.500
H 0.217 2.509 -0.406
H -1.483 0.482 0.474
H 1.539 0.050 -0.003
H 0.909 1.126 1.321
H -1.213 -1.386 -1.315
```

Computed properties:
**SMILES**: [O-][C@H]1O[N@H+]1CO
**E_HOMO**: -9.21 eV
**Kohn-Sham gap**: 9.680 eV

Which one is most stable, and which one is least stable? A is the most stable of them, while B is the least stable.

A:
A single C2H5NO3 molecule, computed with the ωB97M-V functional and the def2-TZVPD basis.

Structure (XYZ):
```
11
C2H5NO3 the ωB97M-V functional and the def2-TZVPD basis
C -0.672 -0.581 0.110
N -0.008 0.589 0.626
C 1.325 0.750 0.260
O -2.014 -0.415 -0.009
O -0.029 -0.808 -1.209
O 2.123 -0.155 0.165
H -2.200 0.002 -0.862
H 0.882 -1.132 -1.090
H -0.587 1.389 0.833
H -0.467 -1.432 0.778
H 1.648 1.794 0.399
```

Computed properties:
**SMILES**: O=CNC(O)O
**E_HOMO**: -10.44 eV
**Kohn-Sham gap**: 11.173 eV

B:
A single C2H5NO3 molecule, computed with the ωB97M-V functional and the def2-TZVPD basis.

Structure (XYZ):
```
11
C2H5NO3 the ωB97M-V functional and the def2-TZVPD basis
C 1.149 -0.541 0.034
C -0.166 0.232 -0.040
H 1.807 1.257 -0.098
H 1.335 -1.031 1.035
H 1.221 -1.342 -0.670
H -1.406 -1.346 0.177
H -2.209 1.153 0.124
N -1.274 -0.447 -0.217
O 2.149 0.376 -0.228
O -0.144 1.453 -0.001
O -2.461 0.237 -0.117
```

Computed properties:
**SMILES**: O=C(CO)NO
**E_HOMO**: -10.02 eV
**Kohn-Sham gap**: 10.722 eV

Which one is most stable, and which one is least stable? A is the most stable of them, while B is the least stable.

A:
A single C2H5NO3 molecule, computed with the ωB97M-V functional and the def2-TZVPD basis.

Structure (XYZ):
```
11
C2H5NO3 the ωB97M-V functional and the def2-TZVPD basis
N 1.804 -0.284 -2.412
O 2.809 0.332 -2.362
C -1.256 0.511 1.121
C -0.321 -0.445 0.403
O 0.414 0.314 -0.577
O 1.474 -0.618 -1.003
H -1.776 -0.174 1.843
H -0.704 1.331 1.641
H -1.992 1.015 0.450
H 0.438 -0.829 1.111
H -0.892 -1.153 -0.215
```

Computed properties:
**SMILES**: CCOON=O
**E_HOMO**: -10.09 eV
**Kohn-Sham gap**: 9.309 eV

B:
A single C2H5NO3 molecule, computed with the ωB97M-V functional and the def2-TZVPD basis.

Structure (XYZ):
```
11
C2H5NO3 the ωB97M-V functional and the def2-TZVPD basis
C -0.632 -0.280 0.235
C 0.904 -0.249 0.096
N 1.231 1.110 -0.155
O -1.260 0.112 -0.971
O -1.202 -1.474 0.676
O 1.711 -1.008 0.599
H -1.076 -0.624 -1.581
H -1.951 -1.235 1.243
H -0.632 0.695 0.892
H 0.685 1.642 -0.823
H 2.222 1.313 -0.209
```

Computed properties:
**SMILES**: NC(=O)C(O)O
**E_HOMO**: -9.96 eV
**Kohn-Sham gap**: 10.449 eV

Which one is most stable, and which one is least stable? B is the most stable of them, while A is the least stable.

A:
2 unconnected molecules or ions with the total composition C16H17N, computed with the ωB97M-V functional and the def2-TZVPD basis.

Structure (XYZ):
```
34
C16H17N the ωB97M-V functional and the def2-TZVPD basis
C 1.143 2.038 2.794
C 0.306 -1.486 1.683
C -0.111 -0.193 2.020
C 1.042 0.594 2.372
C 2.088 -0.273 2.292
C -0.609 -2.490 1.375
C -1.868 -2.051 1.009
C -1.438 0.207 1.772
C -2.315 -0.732 1.293
N 1.652 -1.533 1.905
H 2.161 -2.394 1.981
H -0.343 -3.522 1.199
H 3.156 -0.187 2.450
H -2.554 -2.723 0.515
H -1.727 1.248 1.780
H 0.189 2.500 2.523
H 1.937 2.605 2.322
H -3.397 -0.672 1.217
H 1.228 2.066 3.882
C 0.286 2.396 -1.361
C -0.289 -1.346 -3.444
C 0.961 -0.953 -2.987
C -1.386 -0.535 -3.215
C 1.074 0.214 -2.238
C -1.241 0.683 -2.534
C -0.004 1.087 -2.068
H -0.466 -2.318 -3.879
H 1.889 -1.488 -3.127
H -2.400 -0.795 -3.494
H 2.049 0.572 -1.925
H -2.146 1.266 -2.413
H 0.256 3.125 -2.176
H 1.298 2.463 -0.960
H -0.420 2.626 -0.564
```

Computed properties:
**SMILES**: Cc1c[nH]c2ccccc12.Cc1ccccc1
**E_HOMO**: -7.76 eV
**Kohn-Sham gap**: 8.673 eV

B:
2 unconnected molecules or ions with the total composition C16H17N, computed with the ωB97M-V functional and the def2-TZVPD basis.

Structure (XYZ):
```
34
C16H17N the ωB97M-V functional and the def2-TZVPD basis
C -2.148 0.998 1.799
C -3.385 2.972 -1.210
C -2.849 4.223 -0.956
C -3.143 1.934 -0.325
C -2.386 2.114 0.823
C -2.052 4.407 0.157
C -1.947 3.406 1.108
H -3.987 2.851 -2.100
H -2.989 5.051 -1.640
H -3.536 0.935 -0.496
H -1.632 5.368 0.417
H -1.145 1.182 2.196
H -2.086 0.038 1.282
H -1.393 3.624 2.013
H -2.871 0.898 2.607
C 0.849 -4.452 1.118
C -0.201 -2.177 0.515
C 0.854 -3.031 0.624
C 1.497 -1.160 -0.521
C 1.933 -2.419 -0.089
C 2.353 -0.159 -1.007
C 3.283 -2.749 -0.338
C 3.655 -0.528 -1.228
C 4.095 -1.853 -0.985
N 0.219 -1.000 -0.088
H -1.198 -2.165 0.923
H -0.423 -0.247 -0.282
H 0.376 -5.147 0.419
H 0.341 -4.527 2.076
H 1.906 0.796 -1.248
H 3.558 -3.796 -0.266
H 4.318 0.243 -1.598
H 5.166 -1.985 -1.039
H 1.872 -4.807 1.215
```

Computed properties:
**SMILES**: Cc1c[nH]c2ccccc12.Cc1ccccc1
**E_HOMO**: -7.83 eV
**Kohn-Sham gap**: 8.603 eV

Which one is most stable, and which one is least stable? B is the most stable of them, while A is the least stable.

A:
2 unconnected molecules or ions with the total composition C16H17N, computed with the ωB97M-V functional and the def2-TZVPD basis.

Structure (XYZ):
```
34
C16H17N the ωB97M-V functional and the def2-TZVPD basis
C -2.015 1.025 -4.427
C -0.942 1.215 -2.150
C -2.109 1.247 -2.936
C -1.014 1.513 -0.802
C -2.232 1.830 -0.224
C -3.318 1.521 -2.329
C -3.391 1.860 -0.987
H -0.037 0.904 -2.674
H -0.159 1.388 -0.133
H -1.600 1.923 -4.869
H -3.003 0.896 -4.864
H -2.300 2.041 0.841
H -4.228 1.416 -2.901
H -4.331 2.156 -0.553
H -1.439 0.150 -4.722
C -0.572 -2.251 -0.187
C 1.100 -1.032 1.424
C 0.776 -2.008 0.436
C 2.498 -1.034 1.589
C 1.955 -2.572 0.057
C 0.346 -0.121 2.180
C 0.979 0.722 3.058
C 2.373 0.659 3.256
C 3.131 -0.234 2.540
N 2.990 -2.054 0.801
H -0.735 -0.117 2.053
H 0.423 1.430 3.649
H 2.817 1.376 3.937
H -0.574 -1.921 -1.226
H -1.347 -1.739 0.380
H 2.069 -3.308 -0.725
H 3.950 -2.053 0.500
H 4.207 -0.336 2.672
H -0.824 -3.308 -0.177
```

Computed properties:
**SMILES**: Cc1c[nH]c2ccccc12.Cc1ccccc1
**E_HOMO**: -7.83 eV
**Kohn-Sham gap**: 8.698 eV

B:
2 unconnected molecules or ions with the total composition C16H17N, computed with the ωB97M-V functional and the def2-TZVPD basis.

Structure (XYZ):
```
34
C16H17N the ωB97M-V functional and the def2-TZVPD basis
C 3.265 -1.589 -0.746
C 1.089 -2.560 -1.321
C 2.067 -2.459 -0.367
C -0.034 -3.346 -1.050
C -0.135 -3.913 0.174
C 1.931 -2.995 0.930
C 0.768 -3.676 1.245
H 1.230 -1.991 -2.212
H -0.730 -3.470 -1.829
H 2.953 -0.571 -0.725
H 3.527 -1.779 -1.775
H -1.011 -4.545 0.372
H 2.712 -2.843 1.673
H 0.560 -4.102 2.206
H 4.227 -1.759 -0.187
C -2.203 1.888 -2.352
C -1.231 1.947 0.020
C -2.009 2.555 -1.009
C -1.178 2.890 1.093
C -2.518 3.734 -0.495
C -0.432 0.777 0.190
C 0.118 0.578 1.401
C 0.231 1.510 2.442
C -0.388 2.724 2.250
N -1.829 4.010 0.682
H -0.464 0.038 -0.574
H 0.617 -0.373 1.562
H 0.983 1.427 3.216
H -2.041 2.595 -3.171
H -3.205 1.462 -2.557
H -3.255 4.394 -0.867
H -1.874 4.831 1.264
H -0.344 3.439 3.068
H -1.396 1.170 -2.549
```

Computed properties:
**SMILES**: Cc1c[nH]c2ccccc12.Cc1ccccc1
**E_HOMO**: -7.75 eV
**Kohn-Sham gap**: 8.688 eV

Which one is most stable, and which one is least stable? A is the most stable of them, while B is the least stable.

A:
A single C23H34N2O4 molecule, computed with the ωB97M-V functional and the def2-TZVPD basis.

Structure (XYZ):
```
63
C23H34N2O4 the ωB97M-V functional and the def2-TZVPD basis
C -2.834 -2.705 1.202
C -4.064 -1.811 1.097
H -4.128 -1.185 1.990
H -4.958 -2.433 1.066
C -4.006 -0.892 -0.137
N -4.791 0.308 0.072
C -4.291 1.565 0.134
O -5.008 2.550 0.190
C -2.802 1.716 0.142
C -2.012 1.217 1.169
C -0.646 1.445 1.196
C -0.046 2.198 0.192
C -0.843 2.715 -0.833
C -2.200 2.484 -0.851
H -2.811 2.901 -1.637
H -0.369 3.308 -1.598
O 1.274 2.513 0.110
C 2.206 1.971 1.029
C 3.469 2.833 0.946
C 4.119 2.688 -0.428
N 4.414 1.296 -0.710
C 5.703 0.912 -0.865
O 6.620 1.704 -0.752
C 5.975 -0.546 -1.200
C 6.044 -1.402 0.064
O 6.198 -2.748 -0.321
C 6.394 -3.615 0.764
H 5.537 -3.594 1.451
H 7.299 -3.352 1.326
H 6.502 -4.614 0.349
H 5.127 -1.291 0.668
H 6.894 -1.079 0.684
H 5.234 -0.960 -1.882
H 6.948 -0.587 -1.691
C 3.233 0.468 -0.704
H 2.532 0.858 -1.453
C 2.554 0.519 0.670
H 3.223 0.121 1.434
H 1.649 -0.090 0.644
H 3.474 -0.563 -0.956
H 3.434 3.066 -1.193
H 5.058 3.241 -0.470
H 4.166 2.515 1.722
H 3.207 3.877 1.114
H 1.803 2.023 2.050
H -0.070 1.040 2.014
H -2.465 0.651 1.969
C -6.230 0.129 0.068
C -6.690 -0.486 -1.251
C -5.971 -1.813 -1.472
C -4.462 -1.590 -1.428
H -3.936 -2.540 -1.525
H -4.176 -0.960 -2.274
H -6.272 -2.523 -0.699
H -6.249 -2.239 -2.437
H -7.771 -0.632 -1.229
H -6.455 0.200 -2.067
H -6.676 1.114 0.215
H -6.515 -0.519 0.903
H -2.965 -0.583 -0.275
H -2.899 -3.332 2.089
H -1.930 -2.104 1.271
H -2.749 -3.354 0.334
```

Computed properties:
**SMILES**: CC[C@H]1CCCCN1C(=O)c1ccc(OC2CCN(C(=O)CCOC)CC2)cc1
**E_HOMO**: -8.66 eV
**Kohn-Sham gap**: 9.143 eV

B:
A molecular structure, C23H34N2O4, computed with the ωB97M-V functional and the def2-TZVPD basis.

Structure (XYZ):
```
63
C23H34N2O4 the ωB97M-V functional and the def2-TZVPD basis
C 0.339 -0.885 -4.376
C 0.857 -2.196 -4.116
H 1.890 -2.119 -3.661
H 0.887 -2.797 -5.135
C -0.088 -3.117 -3.255
N 0.991 -4.197 -2.694
C 1.641 -4.127 -1.534
O 2.190 -5.057 -0.911
C 1.033 -3.086 -0.462
C 1.968 -1.922 -0.245
C 1.766 -1.067 0.775
C 0.398 -1.095 1.338
C -0.619 -1.917 0.921
C -0.067 -3.006 0.252
H -0.947 -3.844 0.014
H -1.281 -1.979 1.470
O 0.001 0.118 2.036
C 0.924 1.084 2.481
C 0.295 1.612 4.061
C -0.900 2.236 3.737
N -1.030 3.246 2.746
C -0.846 4.501 3.158
O -1.197 4.844 4.407
C -0.693 5.662 2.095
C -2.361 5.711 1.519
O -2.066 6.714 0.237
C -1.944 8.112 0.284
H -0.896 8.195 1.061
H -2.571 8.385 0.995
H -1.884 8.595 -0.560
H -2.976 6.215 2.100
H -2.654 4.832 0.943
H -0.635 6.624 2.703
H -0.117 5.506 1.319
C -0.568 2.825 1.381
H -1.174 2.009 1.338
C 0.681 2.176 1.582
H 1.826 3.032 1.789
H 1.153 1.796 0.569
H -0.431 3.491 0.742
H -1.644 1.651 3.335
H -1.095 2.605 4.623
H 1.078 2.253 4.217
H 0.243 0.777 4.454
H 1.854 0.559 2.713
H 2.341 0.002 0.823
H 2.953 -1.846 -0.776
C 1.259 -5.121 -3.529
C -0.054 -6.034 -3.838
C -0.779 -5.092 -4.672
C -1.197 -3.817 -3.645
H -1.791 -3.054 -4.159
H -1.859 -4.072 -2.707
H -0.310 -4.482 -5.612
H -1.738 -5.267 -4.993
H 0.498 -6.745 -4.568
H -0.595 -6.426 -3.146
H 1.978 -6.052 -2.929
H 1.919 -4.949 -4.221
H 0.077 -2.276 -2.332
H -0.865 -0.975 -4.767
H 0.922 -0.309 -5.106
H 0.182 -0.384 -3.402
```

Computed properties:
**E_HOMO**: -8.34 eV
**Kohn-Sham gap**: 8.674 eV

Which one is most stable, and which one is least stable? A is the most stable of them, while B is the least stable.